# C6H12O

A single C6H12O molecule at a distorted geometry (wB97M-V/def2-TZVPD, the OMol25 dataset).

```
19
Properties=species:S:1:pos:R:3:mulliken_charge:R:1
C 2.46760 0.07815 0.80392 -1.21
C 1.50874 -0.55645 -0.19588 -0.44
C 0.39038 0.37794 -0.53878 -0.08
C -0.76011 -0.02996 -1.34789 -1.14
C -0.97362 0.42679 0.11398 0.83
C -2.05796 -0.62553 0.42855 -1.36
O -1.37007 1.77991 0.27841 -0.53
H 3.27479 -0.60805 1.07357 0.37
H 1.93267 0.36628 1.71563 0.30
H 2.91698 0.98603 0.38366 0.31
H 1.08332 -1.48147 0.21233 0.29
H 2.03266 -0.82389 -1.12161 0.29
H 0.69241 1.38903 -0.81132 0.37
H -0.85239 -1.10976 -1.51726 0.32
H -1.31324 0.60120 -2.02025 0.35
H -2.70198 -0.83325 -0.45419 0.31
H -2.73244 -0.22365 1.17565 0.42
H -1.65583 -1.59293 0.73098 0.30
H -1.88192 1.87961 1.09051 0.32
```

Frontier orbital gap, eV: 9.28
Electronic energy, hartree: -310.9630
HOMO, eV: -8.30
E_LUMO, eV: 1.0
Structure (SMILES): CC[C@H]1C[C@]1(C)O